Molecular formula: C25H25ClN2O6TeV
Method: DFT, the ωB97M-V functional and the def2-TZVPD basis

Geometry as XYZ:
```
61
Properties=species:S:1:pos:R:3:nbo_charge:R:1
V -0.376 0.536 -0.353 1.559
C -0.188 0.510 2.821 -0.407
C 1.565 4.133 0.992 -0.195
C -3.788 -2.911 -0.716 -0.220
C 0.398 1.784 -5.531 -0.158
C -1.923 -0.869 1.890 -0.257
O 3.364 1.748 0.727 -0.577
Cl 1.707 0.325 -7.407 0.008
C 1.243 2.832 0.660 0.093
H 2.598 4.394 1.172 0.250
C 3.085 -5.714 -0.444 -0.878
H 1.401 -1.232 1.613 0.242
N -0.012 2.470 0.438 -0.430
C -3.342 -2.474 0.523 -0.220
O -3.371 3.261 0.272 -0.588
C 0.526 5.056 1.078 -0.147
H 1.817 -1.249 -5.030 0.230
C -1.830 -0.938 -0.556 -0.176
O -0.371 1.383 -2.040 -0.684
H -3.750 -2.902 1.432 0.208
H -1.624 5.333 0.889 0.251
C 1.096 0.602 -5.806 -0.088
H 0.738 6.086 1.332 0.228
H 0.109 -2.256 0.979 0.226
C -2.327 2.652 0.234 0.766
O -2.169 1.371 0.058 -0.724
Te 2.320 -3.726 -0.356 0.425
C 0.342 -4.360 -0.874 -0.879
N -0.531 -0.399 1.722 -0.432
H 0.249 2.504 -6.325 0.234
H -3.627 -2.673 -2.843 0.213
H -1.985 -1.567 2.734 0.193
C -0.095 2.030 -4.272 -0.254
H -0.266 -3.485 -1.098 0.236
H 0.851 0.821 2.732 0.216
C 0.790 -0.091 -3.529 -0.227
C -3.272 -2.346 -1.874 -0.209
C 0.097 1.103 -3.232 0.391
H 4.162 -5.667 -0.297 0.229
C 2.182 1.666 0.499 0.765
H 2.876 -6.143 -1.421 0.219
H 1.470 -2.034 -2.831 0.171
C -1.007 3.331 0.513 0.114
O 0.534 -1.051 -1.372 -0.560
C 0.377 -1.560 1.768 -0.432
C -2.289 -1.366 -1.793 -0.237
C 0.951 -1.113 -2.536 0.444
C 1.287 -0.328 -4.821 -0.158
O 1.527 0.582 0.164 -0.728
H -0.316 0.005 3.786 0.194
H -1.893 -0.942 -2.710 0.208
H 0.395 -4.995 -1.755 0.221
C -0.783 4.656 0.836 -0.194
H -0.637 2.939 -4.052 0.236
H -0.103 -4.912 -0.050 0.222
C -2.380 -1.476 0.599 0.005
H 2.642 -6.324 0.339 0.219
H -2.544 -0.001 2.114 0.232
H 0.290 -2.065 2.736 0.189
H -0.838 1.384 2.794 0.209
H -4.542 -3.685 -0.778 0.213
```

The frontier orbital gap (spin up / spin down) is 6.9 / 7.1 eV. The spin multiplicity is 2. As for the HOMO energy (spin up / spin down): -0.288 / -0.288 Ha.